Entry 1:
The following is a DFT calculation (ωB97M-V/def2-TZVPD) of a molecular structure, C33H38As2N2O12SW.

The geometry in XYZ format:
```
89
C33H38As2N2O12SW ωB97M-V/def2-TZVPD
W -1.22 0.66 1.03
C 0.92 2.73 5.12
O 0.41 1.92 4.05
C -0.37 0.87 4.34
C -0.28 0.14 5.51
C -1.16 -0.91 5.76
C -2.11 -1.29 4.83
C -2.19 -0.62 3.62
C -2.96 -1.14 2.53
N -2.57 -0.79 1.35
N -3.32 -1.14 0.22
C -3.53 -0.03 -0.43
O -3.00 1.11 -0.01
C -4.33 -0.04 -1.66
C -4.86 1.16 -2.14
C -5.63 1.16 -3.29
C -5.87 -0.03 -3.96
C -5.35 -1.23 -3.48
C -4.59 -1.23 -2.32
C -1.35 0.52 3.36
O -1.78 1.59 2.55
H 1.99 2.55 5.23
H 0.41 2.53 6.06
H 0.75 3.77 4.84
H 0.47 0.39 6.26
H -1.08 -1.45 6.70
H -2.76 -2.14 5.02
H -3.79 -1.83 2.64
H -4.68 2.08 -1.60
H -6.05 2.08 -3.66
H -6.47 -0.03 -4.86
H -5.54 -2.15 -4.01
H -4.18 -2.16 -1.93
C -1.68 -4.93 -0.89
O -0.49 -4.10 -1.00
C -0.26 -3.23 -0.04
O -0.91 -3.07 0.97
C 0.93 -2.36 -0.26
C 1.88 -2.51 -1.18
As 3.62 -1.60 -1.15
C 3.86 -1.26 -3.06
C 3.02 0.19 -0.62
C 2.05 0.40 0.27
As 0.83 -0.91 1.00
C 1.71 -1.46 2.63
C 1.67 1.74 0.73
O 0.55 1.97 1.20
O 2.61 2.64 0.67
C 2.36 4.00 1.13
C 3.67 1.32 -1.37
O 3.03 1.92 -2.20
O 4.95 1.58 -1.16
C 5.65 1.00 -0.05
C 1.73 -3.44 -2.36
O 1.21 -2.99 -3.34
O 2.29 -4.64 -2.34
C 2.79 -5.18 -1.10
H -2.06 -5.04 -1.90
H -2.41 -4.45 -0.24
H -1.38 -5.89 -0.49
H 4.15 -2.20 -3.53
H 4.67 -0.55 -3.18
H 2.95 -0.89 -3.52
H 2.71 -1.82 2.39
H 1.12 -2.24 3.10
H 1.77 -0.59 3.28
H 2.77 4.66 0.38
H 2.89 4.12 2.07
H 1.29 4.17 1.27
H 6.44 1.69 0.20
H 6.09 0.04 -0.34
H 4.99 0.87 0.81
H 3.02 -6.22 -1.32
H 2.03 -5.13 -0.32
H 3.70 -4.67 -0.79
O -0.64 0.72 -0.95
S -1.34 1.63 -2.04
C -1.41 3.31 -1.36
C -0.18 4.05 -1.86
C 0.09 3.53 -3.26
C 0.04 2.01 -3.14
H -1.52 3.23 -0.28
H -2.34 3.73 -1.75
H 0.68 3.82 -1.21
H -0.34 5.13 -1.83
H 1.05 3.84 -3.65
H -0.68 3.89 -3.95
H 0.94 1.62 -2.66
H -0.12 1.48 -4.08
```

Computed properties:
orbital gap (alpha / beta)	6.23 / 6.30	eV
ΔE to the lowest compared entry with this formula, charge and spin	0.000	eV
charge	+2
lowest unoccupied orbital energy (alpha / beta)	-6.292 / -6.510	eV
2S+1	1


Entry 2:
The following is a DFT calculation (ωB97M-V/def2-TZVPD) of a molecular structure, C33H38AsN9O6S6Ta.

The geometry in XYZ format:
```
94
C33H38AsN9O6S6Ta ωB97M-V/def2-TZVPD
Ta 0.56 0.13 -0.14
S 5.64 -1.66 -0.56
As 3.61 -1.42 -0.16
S 2.94 0.68 -0.11
S 2.36 -2.30 -1.95
S 3.03 -2.66 1.44
C 4.15 1.81 3.23
C 2.89 2.49 3.78
C 1.79 1.46 4.10
C 0.59 2.14 4.83
C -0.45 1.13 5.29
C 2.35 0.44 5.08
O 2.98 0.74 6.07
N 2.02 -0.86 4.80
C 1.28 -1.31 3.72
O 0.88 -2.47 3.74
N 1.01 -0.46 2.71
C 1.27 0.84 2.82
O 1.01 1.57 1.84
H 4.92 2.55 3.03
H 3.94 1.26 2.31
H 4.55 1.09 3.95
H 2.51 3.19 3.04
H 3.14 3.03 4.69
H 0.14 2.85 4.14
H 0.98 2.68 5.69
H -0.84 0.57 4.45
H -1.29 1.65 5.75
H -0.04 0.44 6.02
H 2.33 -1.56 5.46
C -4.62 0.77 -1.74
N -3.69 -0.30 -1.96
C -3.89 -1.28 -2.86
C -2.98 -2.26 -3.08
C -1.78 -2.23 -2.29
N -1.57 -1.31 -1.39
C -2.38 -0.16 -1.36
O -2.59 0.26 -0.04
N -0.89 -3.24 -2.41
H -5.44 0.70 -2.45
H -4.11 1.73 -1.87
H -5.01 0.72 -0.72
H -4.83 -1.25 -3.39
H -3.12 -3.03 -3.81
H -0.94 -3.77 -3.26
H 0.05 -3.05 -2.07
S 2.33 4.15 -3.59
C 2.11 2.67 -2.73
N 1.23 2.66 -1.79
C 0.63 3.88 -1.67
C -0.37 4.20 -0.75
C -0.84 5.50 -0.72
C -0.34 6.47 -1.60
C 0.62 6.16 -2.53
C 1.10 4.86 -2.57
H 2.71 1.82 -3.00
H -0.73 3.43 -0.09
H -1.60 5.77 -0.01
H -0.72 7.47 -1.54
H 1.00 6.90 -3.22
N -1.09 -4.96 2.48
C -1.62 -3.63 2.89
C -1.64 -2.67 1.69
N -0.36 -2.59 1.04
C 0.07 -3.91 0.60
C 0.24 -4.83 1.80
H -1.75 -5.39 1.81
H -1.00 -5.57 3.30
H -0.92 -3.23 3.64
H -2.61 -3.75 3.32
H -1.91 -1.68 2.06
H -2.40 -2.99 0.96
H 0.33 -2.28 1.72
H 1.03 -3.83 0.09
H -0.67 -4.31 -0.10
H 0.94 -4.36 2.50
H 0.59 -5.82 1.51
S -1.91 1.20 2.16
C -1.50 0.58 0.72
O -1.71 0.96 -2.02
C -0.72 0.53 -2.87
N 0.43 0.11 -2.30
C 1.22 -0.39 -3.28
O 2.42 -0.92 -2.98
C 0.56 -0.35 -4.50
C 0.88 -0.77 -5.81
C -0.07 -0.64 -6.78
C -1.34 -0.08 -6.51
C -1.67 0.38 -5.27
C -0.72 0.25 -4.23
H 1.85 -1.20 -6.00
H 0.14 -0.99 -7.78
H -2.05 0.00 -7.33
H -2.63 0.83 -5.07
```

Computed properties:
orbital gap (alpha / beta)	5.64 / 5.70	eV
ΔE to the lowest compared entry with this formula, charge and spin	6.113	eV
charge	0
lowest unoccupied orbital energy (alpha / beta)	-1.097 / -1.040	eV
2S+1	2